Computed, not measured: an isolated molecule of C2H5IN2 in a non-equilibrium geometry, with ωB97M-V with the def2-TZVPD basis set.

Structure (XYZ):
```
10
Properties=species:S:1:pos:R:3:forces:R:3:nbo_charge:R:1
C -0.30180 -1.25672 -0.10867 1.8500 -1.4756 3.8850 -0.58
C -0.50129 0.12639 0.50697 -0.2985 -1.3281 -0.9019 -0.30
N -0.01143 0.93345 -0.57256 5.8371 5.8006 2.1765 -0.12
N 1.18539 1.74334 -0.07513 -7.3734 -5.7796 -0.3481 -0.45
I 2.02740 2.88734 -1.37550 0.6126 0.9731 -1.6361 0.40
H -0.52407 -2.09186 0.64635 0.5509 1.1960 -0.7126 0.21
H -1.02756 -1.37923 -0.78720 -2.2393 -0.5260 -3.1388 0.21
H 0.72083 -1.38966 -0.49180 -0.5372 0.0052 0.0212 0.22
H -0.02389 0.22648 1.41571 1.8427 0.4730 1.7599 0.20
H -1.54359 0.20047 0.84183 -0.2450 0.6614 -1.1050 0.22
```
Positions in Å, forces in eV/Å.

Results
Highest occupied orbital energy (spin up / spin down) = -9.29 / -9.29 eV
Kohn-Sham gap (spin up / spin down) = 8.31 / 8.31 eV
Strongest force on any atom = 9.38 eV Å⁻¹
M = 183.980 g/mol
Lowest unoccupied orbital energy (spin up / spin down) = -0.0362 / -0.0360 Ha
Energy above the lowest of the compared OMol25 structures with the same formula, charge and spin = 67.5 kcal per mole
SMILES = CC/N=N/I